269
Properties=species:S:1:pos:R:3:lowdin_charge:R:1 method="wB97M-V/def2-TZVPD" largest_force_ev_per_a=3.4 homo_lumo_gap_ev=8.88 homo_ev=-8.495 lumo_ev=0.385 e_above_lowest_kj_mol=0.0 e_tot_ha=-5117.7721
C -25.30387 17.36494 -11.10738 -0.230
C -26.23905 16.97955 -12.21108 -0.246
O -26.55249 15.56584 -12.07791 -0.122
O -24.04633 16.68144 -11.30384 -0.092
H -25.78419 17.05120 -10.16904 0.098
H -25.13289 18.46046 -11.14005 0.138
H -25.73115 17.21513 -13.11562 0.096
H -27.16574 17.62221 -12.15534 0.106
H -27.06466 15.21901 -12.87625 0.043
H -24.28218 15.74306 -11.45594 0.077
C -30.92345 16.86979 -1.88546 -0.241
C -29.78880 16.82796 -2.88694 -0.222
O -30.30600 16.61791 -4.19967 -0.123
O -31.96368 17.73604 -2.29622 -0.069
H -30.51928 17.16854 -0.91272 0.112
H -31.46944 15.94110 -1.70621 0.101
H -29.15873 15.99589 -2.58972 0.085
H -29.16469 17.75973 -2.82642 0.131
H -29.56919 16.61790 -4.88123 0.045
H -32.02582 17.71362 -3.26973 0.060
C -30.41836 20.12060 -9.16686 -0.263
C -29.63429 20.28740 -10.49827 -0.208
O -28.58687 19.30068 -10.54019 -0.099
O -29.43692 19.94775 -8.21864 -0.128
H -31.06801 19.22935 -9.31884 0.103
H -31.05047 21.02953 -8.95254 0.130
H -29.31916 21.30541 -10.66599 0.100
H -30.28608 20.13348 -11.38164 0.103
H -28.29136 19.12741 -9.62570 0.052
H -29.89023 19.57707 -7.39328 0.049
C -29.39006 9.95369 -7.64703 -0.257
C -29.33937 10.69838 -8.96069 -0.207
O -30.09872 11.95022 -8.95661 -0.105
O -28.77377 10.67939 -6.58764 -0.066
H -29.06018 8.90144 -7.72531 0.119
H -30.47479 9.84202 -7.47872 0.120
H -29.60678 10.01357 -9.75998 0.115
H -28.28852 10.99945 -9.05591 0.117
H -30.98757 11.78161 -8.58059 0.100
H -29.01675 10.27570 -5.73829 0.056
C -27.21655 17.24929 -5.89423 -0.189
C -26.90894 18.33245 -6.99059 -0.206
O -26.93511 17.77496 -8.26958 -0.084
O -28.50567 16.77858 -6.09302 -0.119
H -27.22178 17.71716 -4.88098 0.112
H -26.45781 16.49545 -5.88595 0.094
H -25.93395 18.77637 -6.81380 0.119
H -27.61451 19.13677 -7.09427 0.086
H -27.69637 17.15477 -8.38170 0.063
H -28.38774 15.84376 -6.40203 0.080
C -25.28222 5.99485 -2.24468 -0.057
C -24.31334 6.61012 -3.21228 -0.428
C -24.32130 8.10405 -3.16477 -0.232
O -25.66389 8.54169 -3.38693 -0.201
C -25.71855 9.94787 -3.60944 -0.086
N -22.95390 6.15782 -2.78453 0.046
H -26.29688 6.24763 -2.44895 0.058
H -25.13719 6.37541 -1.25352 0.069
H -25.11949 4.92083 -2.30146 0.085
H -24.47981 6.30775 -4.24009 0.142
H -23.61296 8.49308 -3.92413 0.130
H -23.93027 8.53284 -2.22503 0.121
H -26.77126 10.07866 -3.82717 0.074
H -25.04935 10.25021 -4.42223 0.074
H -25.36869 10.49542 -2.68681 0.095
H -22.31349 6.61201 -3.41704 0.035
H -22.79270 6.59969 -1.84105 0.084
C -27.00175 10.36471 -0.02412 -0.049
C -25.91423 9.81219 0.82909 -0.475
C -25.53882 10.83606 1.88187 -0.245
O -25.64235 12.17736 1.53926 -0.193
C -24.52637 12.64985 0.82391 -0.104
N -26.12391 8.61146 1.60678 0.059
H -26.66009 11.23798 -0.56377 0.047
H -27.92241 10.54363 0.59900 0.111
H -27.29018 9.60405 -0.75646 0.077
H -25.04453 9.65052 0.18203 0.133
H -24.57811 10.60303 2.33402 0.120
H -26.24492 10.67664 2.75335 0.143
H -24.31243 12.03921 -0.11420 0.092
H -23.67964 12.50365 1.50475 0.087
H -24.59474 13.71812 0.64081 0.080
H -26.12250 7.83339 0.99851 0.049
H -27.08184 8.64393 1.92048 0.075
C -29.38918 17.59477 -13.83647 -0.049
C -30.79681 17.18378 -14.25564 -0.422
C -31.56303 18.50273 -14.61589 -0.218
O -31.81449 19.29184 -13.46869 -0.187
C -32.68464 20.33984 -13.81236 -0.133
N -30.88996 16.21183 -15.30695 0.057
H -28.95985 18.23787 -14.67118 0.100
H -28.73253 16.71953 -13.62773 0.055
H -29.34652 18.17117 -12.91459 0.058
H -31.32154 16.73022 -13.40709 0.136
H -32.53406 18.15094 -15.09013 0.126
H -31.06996 19.10392 -15.44724 0.136
H -32.22845 21.08132 -14.51244 0.098
H -32.93767 20.92695 -12.90891 0.094
H -33.58371 20.03528 -14.25845 0.060
H -30.28153 16.24808 -16.09597 0.053
H -31.09061 15.26635 -14.93768 0.065
C -29.98054 13.52467 -0.80378 -0.086
O -30.64294 12.27406 -0.97614 -0.167
C -31.53893 12.27954 -2.04648 -0.240
C -30.93537 11.88559 -3.39483 -0.198
N -30.01927 10.76706 -3.54818 -0.043
C -30.48691 9.48907 -3.15707 -0.205
C -29.69238 8.28516 -3.64864 -0.261
O -29.90181 8.02621 -4.98507 -0.204
C -29.30952 6.76028 -5.37603 -0.071
H -29.04870 13.44892 -0.27555 0.071
H -30.57830 14.21080 -0.27493 0.067
H -29.74844 14.00161 -1.77407 0.078
H -32.12684 13.24321 -2.12425 0.136
H -32.31982 11.57790 -1.74535 0.114
H -30.46931 12.82214 -3.78655 0.091
H -31.81618 11.74446 -4.07416 0.130
H -29.18302 11.05794 -3.09035 0.089
H -31.45930 9.43324 -3.60619 0.120
H -30.54816 9.37860 -2.02717 0.143
H -30.09236 7.44074 -3.06792 0.121
H -28.62524 8.31152 -3.41808 0.114
H -29.69430 5.92506 -4.77020 0.086
H -28.19824 6.79929 -5.16869 0.100
H -29.51245 6.65597 -6.45914 0.088
C -32.17861 14.91177 -6.33005 -0.074
O -32.64104 16.05794 -7.09810 -0.195
C -31.63602 17.07540 -7.22510 -0.207
C -31.88110 18.15636 -6.16279 -0.143
N -30.61548 18.95625 -5.98048 -0.064
C -30.70518 20.14398 -5.11598 -0.154
C -29.31866 20.86189 -5.01695 -0.201
O -28.34329 20.03312 -4.40251 -0.223
C -27.09299 20.65511 -4.35360 -0.128
H -31.34801 14.41181 -6.84507 0.078
H -32.93207 14.14808 -6.29757 0.072
H -31.90525 15.27481 -5.30904 0.083
H -31.71837 17.49621 -8.27026 0.117
H -30.62629 16.62729 -7.14091 0.106
H -32.11466 17.60267 -5.26142 0.077
H -32.77915 18.81646 -6.45700 0.153
H -29.89034 18.33750 -5.62277 0.077
H -31.11089 20.01606 -4.09622 0.118
H -31.39261 20.82925 -5.67220 0.130
H -29.40404 21.84190 -4.50006 0.131
H -28.97752 21.06959 -6.01811 0.095
H -26.31265 19.86187 -4.14606 0.098
H -27.12376 21.47424 -3.61752 0.088
H -26.84492 21.11584 -5.35982 0.104
C -24.31939 11.84032 -7.49348 -0.114
O -24.13290 13.13158 -6.98158 -0.227
C -23.66530 14.04455 -7.93436 -0.214
C -23.70105 15.43052 -7.24976 -0.183
N -22.73238 15.62497 -6.18723 -0.028
C -21.44052 15.96004 -6.72533 -0.206
C -20.56296 16.15476 -5.47930 -0.246
O -20.49982 14.92900 -4.82664 -0.227
C -19.21572 14.70891 -4.36819 -0.136
H -24.88565 11.87951 -8.46106 0.091
H -24.67885 11.19294 -6.68894 0.075
H -23.30598 11.44413 -7.83263 0.103
H -24.32381 14.05658 -8.79557 0.113
H -22.63566 13.81374 -8.21057 0.120
H -24.74340 15.55647 -6.91886 0.086
H -23.62475 16.20482 -8.00860 0.120
H -22.65535 14.76994 -5.67870 0.084
H -21.38607 16.86211 -7.33358 0.123
H -20.89979 15.17581 -7.34969 0.137
H -21.04054 16.89105 -4.83993 0.116
H -19.59110 16.57062 -5.76700 0.121
H -18.82548 15.42869 -3.65803 0.085
H -18.50468 14.73421 -5.24013 0.105
H -19.12335 13.71389 -3.90339 0.090
C -22.49625 12.44645 -3.58467 -0.041
O -22.04846 11.12246 -3.18406 -0.204
C -21.54656 11.04888 -1.91418 -0.248
C -20.51854 9.92496 -1.92792 -0.208
N -21.06933 8.59852 -1.81514 -0.035
C -19.98031 7.62044 -1.67785 -0.193
C -19.08739 7.50686 -2.86934 -0.252
O -19.86066 7.35221 -4.01544 -0.197
C -19.13655 7.36543 -5.22356 -0.089
H -23.22767 12.27600 -4.41068 0.089
H -21.66406 12.99668 -4.05552 0.079
H -22.86284 12.94987 -2.72326 0.059
H -22.37592 10.90873 -1.15018 0.131
H -21.09481 12.02796 -1.66679 0.108
H -19.87118 10.02047 -1.06461 0.118
H -19.87974 10.05377 -2.83100 0.127
H -21.55541 8.41676 -2.64901 0.045
H -20.42600 6.67269 -1.47845 0.100
H -19.38921 7.83042 -0.80569 0.117
H -18.42020 6.65516 -2.79878 0.127
H -18.50456 8.42227 -2.93612 0.112
H -18.68918 8.36102 -5.30324 0.089
H -19.82434 7.27567 -6.03815 0.082
H -18.33444 6.62973 -5.24658 0.090
C -20.89700 14.72291 -0.51801 -0.170
O -22.12234 14.84770 -1.09751 -0.231
C -22.12614 15.86345 -2.13826 -0.171
C -23.43256 16.63427 -2.07733 -0.221
N -23.71155 17.11576 -0.75923 -0.059
C -24.98480 17.80906 -0.49406 -0.193
C -26.30246 17.18401 -0.97743 -0.273
O -26.61461 15.96432 -0.39486 -0.219
C -27.58934 15.95600 0.67011 -0.046
H -20.93084 14.07970 0.36846 0.085
H -20.64123 15.74480 -0.11262 0.102
H -20.07740 14.33523 -1.23658 0.105
H -22.09618 15.27305 -3.05063 0.096
H -21.27970 16.55788 -1.94870 0.131
H -24.20183 15.94773 -2.36411 0.091
H -23.42436 17.42602 -2.83469 0.131
H -23.58024 16.36815 -0.05414 0.117
H -24.98730 18.79888 -1.04135 0.127
H -25.08666 17.90465 0.60956 0.124
H -26.23547 17.10284 -2.13816 0.135
H -27.02317 17.94733 -0.74053 0.105
H -27.79029 14.91422 0.89671 0.078
H -28.51754 16.43882 0.30131 0.082
H -27.17039 16.51697 1.48706 0.082
C -29.34635 16.12555 -10.02363 -0.083
O -28.54939 15.72176 -8.96250 -0.220
C -28.21153 14.37687 -9.08827 -0.178
C -27.23954 14.02581 -7.89315 -0.162
N -27.89529 13.96612 -6.63180 -0.039
C -27.05393 13.52156 -5.51497 -0.171
C -27.92866 13.71634 -4.27515 -0.205
O -27.54034 13.00854 -3.09649 -0.214
C -26.23664 13.43031 -2.53135 -0.027
H -28.69280 16.11353 -10.94694 0.097
H -29.72838 17.12764 -9.76386 0.088
H -30.16442 15.37399 -10.14587 0.096
H -27.61643 14.14095 -9.97595 0.117
H -29.05897 13.71459 -9.22420 0.088
H -26.43267 14.71415 -7.92830 0.092
H -26.84891 13.06017 -8.15545 0.095
H -28.66163 13.31882 -6.70497 0.104
H -26.17700 14.13504 -5.39821 0.099
H -26.75430 12.44213 -5.57046 0.129
H -28.95611 13.33206 -4.45217 0.100
H -27.99448 14.80429 -4.02327 0.115
H -26.31835 14.46537 -2.31667 0.049
H -25.44779 13.24313 -3.25433 0.073
H -26.09822 12.93479 -1.55517 0.070
C -32.30913 13.71866 -12.76802 -0.083
O -31.04193 13.63947 -13.48266 -0.213
C -29.99533 13.38845 -12.54280 -0.217
C -28.76059 13.04530 -13.33590 -0.206
N -28.17826 14.21919 -13.96062 -0.074
C -27.07282 13.86697 -14.90748 -0.177
C -26.63876 15.09115 -15.68202 -0.216
O -27.73542 15.61064 -16.42179 -0.202
C -27.39360 16.88937 -16.92916 -0.105
H -32.19921 14.37859 -11.91700 0.069
H -32.68839 12.73538 -12.40656 0.096
H -33.04706 14.30536 -13.37919 0.101
H -30.22434 12.54335 -11.88777 0.122
H -29.73094 14.29218 -12.03547 0.091
H -28.92705 12.16515 -14.00357 0.134
H -28.02184 12.73193 -12.55947 0.131
H -28.87042 14.66511 -14.57203 0.092
H -27.33584 13.06005 -15.60580 0.122
H -26.26208 13.49932 -14.25665 0.129
H -25.92097 14.68528 -16.35316 0.116
H -26.27462 15.84968 -14.96861 0.115
H -26.83094 16.71275 -17.86985 0.097
H -26.78669 17.46820 -16.24928 0.078
H -28.35372 17.39414 -17.14502 0.089